A 10-piece molecular cluster, C64H53NO41S2 overall at a distorted geometry, computed with ωB97M-V/def2-TZVPD.

Results
energy above the lowest of the compared OMol25 structures with the same formula, charge and spin: 0.0 kJ/mol
E_LUMO: -2.00 eV
frontier orbital gap: 7.21 eV
HOMO: -0.3385 hartree
E: -174329.4387 eV
SMILES: COCCCC[C@@H]1COS(=O)(=O)[C@H](O)[C@@H]1N=C=S.O=C1C=C(O)C(=O)C=C1O.O=C1C=C(O)C(=O)C=C1O.O=C1C=C(O)C(=O)C=C1O.O=C1C=C(O)C(=O)C=C1O.O=C1C=C(O)C(=O)C=C1O.O=C1C=C(O)C(=O)C=C1O.O=C1C=C(O)C(=O)C=C1O.O=C1C=C(O)C(=O)C=C1O.O=C1C=C(O)C(=O)C=C1O

Each line ends with the Löwdin charge.
CARTESIAN COORDINATES (ANGSTROEM)
C1 7.27680 -2.49319 -0.74903  -0.114
O1 6.94603 -1.46180 -1.64238  -0.178
C2 6.68549 -0.22023 -1.01200  -0.219
C3 5.32990 -0.15985 -0.30713  -0.179
C4 4.31808 0.49615 -1.24715  -0.185
C5 2.86426 0.46795 -0.77371  -0.151
C6 2.35607 -0.91420 -0.41163  -0.247
C7 2.34204 -1.87334 -1.57849  -0.149
O2 1.49419 -1.46145 -2.67288  -0.175
S1 -0.00390 -1.18017 -2.24409  0.680
O3 -0.28972 0.20516 -2.39531  -0.238
O4 -0.90956 -2.03567 -2.93610  -0.245
C8 -0.08867 -1.67759 -0.48604  -0.355
O5 -1.36999 -1.36204 -0.09217  0.012
C9 0.97575 -0.88112 0.30171  -0.219
N1 0.44787 0.49754 0.43346  0.076
C10 0.09889 0.86609 1.54971  -0.750
S2 -0.26671 1.24666 3.02207  0.747
H1 8.35333 -2.56539 -0.58571  0.089
H2 6.94623 -3.43179 -1.18176  0.087
H3 6.79475 -2.39311 0.21700  0.055
H4 6.73520 0.52818 -1.79306  0.121
H5 7.49440 -0.01121 -0.30722  0.119
H6 5.02971 -1.13098 0.05857  0.085
H7 5.45353 0.50890 0.54174  0.113
H8 4.59456 1.54341 -1.31519  0.118
H9 4.42055 0.10295 -2.25545  0.119
H10 2.25251 0.86018 -1.58182  0.118
H11 2.75579 1.17437 0.03939  0.119
H12 3.04695 -1.34614 0.30593  0.133
H13 2.07189 -2.88133 -1.28204  0.130
H14 3.33614 -1.95587 -1.99704  0.136
H15 0.12004 -2.73826 -0.40293  0.149
H16 -1.71047 -2.03429 0.50004  0.078
H17 1.05537 -1.30359 1.30033  0.144
O6 -3.18890 -3.70119 -3.36413  0.111
C11 -3.51980 -4.32871 -4.34733  -0.304
C12 -4.89518 -4.55969 -4.75880  0.062
C13 -5.14659 -5.29073 -5.84929  -0.253
O7 -6.37901 -5.54715 -6.28100  0.107
C14 -4.04456 -5.89104 -6.67478  -0.324
O8 -4.35868 -6.56235 -7.64162  0.098
C15 -2.66931 -5.63823 -6.28118  0.072
C16 -2.41560 -4.90036 -5.19049  -0.234
O9 -1.19154 -4.61512 -4.77324  0.116
H18 -5.68052 -4.13133 -4.15417  0.132
H19 -6.27123 -6.09489 -7.08097  0.117
H20 -1.88464 -6.05784 -6.89447  0.133
H21 -1.29545 -4.04891 -3.97817  0.091
O10 -6.50733 0.82707 -2.46636  0.107
C17 -5.52746 1.54395 -2.54669  -0.320
C18 -5.59602 2.99430 -2.62268  0.060
C19 -4.47263 3.70515 -2.71060  -0.217
O11 -4.46681 5.03757 -2.75517  0.088
C20 -3.12361 3.05670 -2.74559  -0.258
O12 -2.15509 3.79524 -2.84368  0.080
C21 -3.04121 1.61743 -2.65526  0.102
C22 -4.16961 0.89787 -2.55877  -0.219
O13 -4.16690 -0.42234 -2.46723  0.129
H22 -6.57236 3.45627 -2.58978  0.141
H23 -3.53007 5.31905 -2.78877  0.125
H24 -2.06005 1.15658 -2.66360  0.103
H25 -5.10059 -0.69563 -2.41610  0.118
O14 -0.64331 6.41315 -3.11661  0.112
C23 0.19054 6.49616 -3.99507  -0.310
C24 0.98171 7.69699 -4.22779  0.070
C25 1.86934 7.72952 -5.22822  -0.244
O15 2.62236 8.79094 -5.49365  0.110
C26 2.08196 6.55490 -6.13935  -0.325
O16 2.89784 6.67671 -7.03704  0.096
C27 1.31498 5.35153 -5.89958  0.068
C28 0.42247 5.30304 -4.89333  -0.234
O17 -0.29202 4.22387 -4.64294  0.110
H26 0.81947 8.53911 -3.57003  0.133
H27 3.16687 8.54241 -6.26467  0.117
H28 1.49039 4.50887 -6.55278  0.133
H29 -0.87742 4.38400 -3.85489  0.078
O18 -0.24413 -3.03601 5.58121  0.118
C29 -0.98323 -3.65263 4.84107  -0.310
C30 -1.54493 -3.09694 3.61702  0.079
C31 -2.36345 -3.84306 2.86677  -0.230
O19 -2.90954 -3.39932 1.73482  0.102
C32 -2.73356 -5.24847 3.24401  -0.315
O20 -3.49708 -5.84842 2.51283  0.117
C33 -2.15653 -5.81042 4.45310  0.078
C34 -1.33331 -5.06840 5.20663  -0.238
O21 -0.77262 -5.52014 6.31926  0.122
H30 -1.27595 -2.08048 3.35595  0.122
H31 -3.46024 -4.12991 1.39071  0.130
H32 -2.41634 -6.82797 4.70753  0.138
H33 -0.23151 -4.78722 6.66844  0.122
O22 -5.65734 2.74648 0.29155  0.114
C35 -6.14716 3.22801 1.29532  -0.292
C36 -5.98475 4.62157 1.67267  0.088
C37 -6.54338 5.07149 2.80359  -0.233
O23 -6.43739 6.33060 3.20860  0.114
C38 -7.33939 4.17204 3.70835  -0.315
O24 -7.79985 4.65130 4.72660  0.109
C39 -7.51936 2.78304 3.31707  0.075
C40 -6.96429 2.33344 2.18408  -0.233
O25 -7.09087 1.08109 1.76488  0.120
H34 -5.40627 5.25835 1.01511  0.118
H35 -6.92813 6.38483 4.05023  0.120
H36 -8.10737 2.15000 3.96609  0.135
H37 -6.59744 1.02529 0.92451  0.117
O26 -6.30513 -6.63257 -3.05556  0.106
C41 -6.64015 -7.79510 -3.18106  -0.303
C42 -5.92030 -8.75512 -3.99983  0.080
C43 -6.36690 -10.01448 -4.09674  -0.236
O27 -5.75907 -10.94078 -4.82358  0.121
C44 -7.60643 -10.47413 -3.37963  -0.315
O28 -7.95653 -11.62829 -3.53210  0.110
C45 -8.31381 -9.51891 -2.54345  0.076
C46 -7.86526 -8.26081 -2.44474  -0.235
O29 -8.46085 -7.33920 -1.69995  0.120
H38 -5.03159 -8.41410 -4.51273  0.135
H39 -6.28861 -11.75417 -4.72134  0.121
H40 -9.19418 -9.86372 -2.02025  0.136
H41 -7.93697 -6.52377 -1.81108  0.120
O30 7.98100 1.27932 6.49417  0.121
C47 7.53178 0.67384 5.54248  -0.310
C48 6.12090 0.65527 5.18826  0.080
C49 5.71081 -0.05403 4.12992  -0.235
O31 4.44025 -0.11269 3.74844  0.114
C50 6.66879 -0.84556 3.28564  -0.303
O32 6.21298 -1.47856 2.34876  0.081
C51 8.07858 -0.81051 3.62187  0.079
C52 8.49349 -0.09800 4.67946  -0.233
O33 9.76412 -0.02207 5.04061  0.114
H42 5.44008 1.22599 5.80358  0.138
H43 4.42410 -0.69081 2.96382  0.109
H44 8.75965 -1.37029 2.99639  0.136
H45 9.78758 0.55334 5.83150  0.116
O34 12.35485 1.21491 7.17754  0.104
C53 12.98437 0.19508 7.39352  -0.315
C54 13.12566 -0.87236 6.42330  0.072
C55 13.82305 -1.97309 6.73187  -0.236
O35 13.99126 -2.98243 5.88995  0.121
C56 14.47210 -2.14261 8.07819  -0.314
O36 15.07377 -3.17641 8.29368  0.112
C57 14.34763 -1.06260 9.04516  0.076
C58 13.65244 0.03855 8.73011  -0.238
O37 13.50206 1.06012 9.56275  0.119
H46 12.65267 -0.73421 5.46079  0.132
H47 14.52887 -3.64355 6.36583  0.121
H48 14.83104 -1.18825 10.00337  0.136
H49 12.95872 1.71787 9.08972  0.121
O38 -7.21313 11.51328 -0.58852  0.105
C59 -6.56978 10.48065 -0.61360  -0.318
C60 -6.43803 9.63846 -1.78819  0.074
C61 -5.72115 8.50658 -1.72455  -0.229
O39 -5.56909 7.69881 -2.76321  0.119
C62 -5.04148 8.07322 -0.45122  -0.304
O40 -4.42444 7.02519 -0.45651  0.101
C63 -5.15729 8.92848 0.71826  0.076
C64 -5.87041 10.05944 0.64832  -0.238
O41 -6.01581 10.88611 1.67574  0.116
H50 -6.93318 9.95916 -2.69353  0.135
H51 -5.00908 6.95159 -2.46859  0.082
H52 -4.65371 8.61507 1.62170  0.135
H53 -6.57659 11.61696 1.35353  0.119

Atomic forces in eV per Å
C 0.0 -0.4 0.0
O -0.3 0.2 -0.3
C 0.4 -0.6 0.4
C 0.3 1.0 -0.7
C -0.2 -0.2 0.3
C 0.4 0.1 -0.8
C -0.4 0.2 0.6
C 0.7 -0.2 -0.2
O -0.2 0.0 0.5
S -1.7 -0.1 -0.5
O 0.8 0.5 0.4
O 0.5 -0.9 -0.4
C 0.8 0.7 0.2
O -0.2 0.3 0.0
C -0.4 0.5 -0.6
N -0.3 0.3 2.2
C 0.7 -0.7 -1.6
S -0.1 0.2 -0.1
H 0.2 0.2 0.0
H 0.0 -0.2 -0.2
H -0.1 0.1 0.2
H 0.0 0.2 -0.2
H 0.1 0.1 0.1
H 0.1 -0.3 0.0
H -0.1 -0.1 0.4
H 0.1 0.2 -0.2
H 0.0 -0.3 -0.2
H -0.2 0.2 0.0
H -0.1 -0.1 0.4
H 0.2 -0.2 0.1
H -0.2 -0.2 0.1
H 0.2 0.1 -0.3
H 0.1 -0.3 -0.3
H -0.3 -0.4 0.1
H 0.0 -0.2 0.1
O -0.1 0.0 0.3
C -0.4 0.0 -0.1
C 0.1 0.2 0.1
C -0.2 0.2 0.2
O 0.1 -0.1 -0.1
C 0.5 0.0 0.0
O -0.3 0.0 0.0
C -0.1 -0.1 -0.1
C 0.3 -0.1 -0.3
O -0.2 0.0 0.2
H 0.0 0.0 0.0
H 0.0 0.0 -0.1
H 0.0 0.0 0.0
H 0.1 0.2 0.0
O 0.1 -0.2 0.1
C -0.1 0.4 0.0
C -0.3 -0.1 -0.2
C -0.3 0.2 0.1
O 0.3 0.1 -0.1
C 0.1 -0.5 0.0
O -0.3 0.2 0.2
C 0.2 0.1 0.0
C 0.3 0.0 0.0
O -0.2 0.0 0.0
H 0.0 0.0 0.0
H 0.1 -0.2 0.0
H -0.2 0.1 0.0
H -0.1 -0.1 0.0
O -0.1 -0.2 0.0
C 0.2 0.4 0.0
C -0.1 -0.1 0.1
C -0.1 0.2 0.3
O 0.1 -0.1 -0.1
C -0.2 -0.5 -0.1
O 0.1 0.2 0.0
C 0.1 0.1 -0.1
C 0.1 -0.3 -0.2
O -0.2 0.4 0.4
H 0.0 0.0 0.0
H 0.0 0.0 -0.1
H 0.0 0.0 0.0
H 0.3 -0.2 -0.4
O 0.1 -0.1 0.2
C -0.1 0.3 -0.3
C 0.1 0.1 0.0
C 0.1 0.4 0.0
O 0.1 -0.1 -0.1
C 0.1 -0.3 0.4
O -0.1 0.1 -0.2
C -0.1 0.0 -0.1
C -0.2 -0.3 0.0
O 0.1 0.2 0.0
H -0.1 0.0 0.0
H 0.0 0.0 0.0
H 0.0 0.0 0.0
H 0.0 0.0 0.1
O 0.0 -0.4 0.0
C 0.1 0.6 0.0
C 0.1 -0.1 -0.2
C 0.2 0.1 -0.3
O -0.1 0.0 0.1
C -0.1 -0.4 0.0
O 0.0 0.2 0.0
C 0.0 0.1 0.1
C -0.2 -0.1 0.2
O 0.1 0.1 -0.1
H 0.0 0.0 0.0
H 0.0 0.0 0.1
H 0.0 0.0 0.0
H 0.0 0.0 -0.1
O -0.2 0.1 0.3
C 0.3 -0.2 -0.3
C 0.0 0.2 0.0
C 0.3 0.2 -0.1
O -0.1 -0.1 0.1
C -0.3 0.2 0.3
O 0.2 -0.1 -0.1
C 0.0 -0.2 0.0
C -0.3 -0.2 0.1
O 0.1 0.1 -0.1
H 0.0 0.0 0.0
H 0.0 -0.1 0.0
H 0.0 0.0 0.0
H 0.0 0.1 0.0
O 0.3 0.0 0.0
C -0.5 0.1 0.0
C 0.1 0.1 0.1
C -0.1 0.2 0.2
O 0.0 -0.1 -0.1
C 0.5 -0.1 0.0
O -0.3 0.0 0.1
C -0.1 -0.1 -0.2
C 0.2 -0.2 -0.3
O -0.1 0.1 0.2
H 0.0 0.0 0.0
H 0.0 0.0 -0.1
H 0.0 0.0 0.0
H 0.1 0.0 0.0
O -0.1 0.2 0.3
C 0.0 -0.3 -0.4
C -0.1 0.1 -0.1
C -0.2 0.1 -0.2
O 0.1 -0.1 0.1
C 0.0 0.3 0.4
O 0.0 -0.2 -0.2
C 0.1 -0.2 0.0
C 0.2 -0.1 0.3
O -0.1 0.1 -0.1
H 0.0 0.0 0.0
H 0.0 -0.1 0.0
H 0.0 0.0 0.0
H 0.0 0.1 0.0
O 0.0 0.1 0.2
C -0.1 -0.2 -0.5
C -0.1 0.2 0.1
C -0.2 0.1 -0.3
O 0.2 0.0 0.3
C 0.0 0.2 0.4
O 0.0 -0.1 -0.2
C 0.1 -0.2 0.0
C 0.2 -0.2 0.2
O -0.1 0.1 -0.1
H 0.0 0.0 0.0
H -0.3 -0.1 -0.1
H 0.0 0.0 0.0
H 0.0 0.1 0.0